Density functional theory data (the ωB97M-V functional and the def2-TZVPD basis) for a molecular structure, C19H42MoNO2P3Se in a non-equilibrium geometry.

Cartesian coordinates (Å):
Mo1 -0.3479 0.0620 -1.6968
P1 0.0171 1.5010 0.3018
P2 -2.4646 -0.3955 -0.9293
P3 1.6932 -0.9337 -1.1795
H1 -1.8245 -1.6593 -3.9980
C1 -1.0505 -2.4144 -3.7154
C2 -0.5099 -2.5722 -2.4896
H2 -0.5860 -1.8311 -1.5734
C3 0.2659 3.2838 -0.1324
C4 -1.2235 1.7269 1.6778
C5 1.4752 1.3121 1.4535
C6 -3.3957 -1.4994 -2.0569
C7 -2.7390 -1.2258 0.6417
C8 -3.5534 1.0432 -1.0532
C9 2.2790 -2.1250 -2.4809
C10 2.2985 -1.8314 0.2915
C11 3.0658 0.2760 -1.4777
H3 -0.5923 -2.9637 -4.6020
H4 -0.0101 -3.5481 -2.2412
H5 0.2690 3.8552 0.8014
H6 -0.5549 3.6169 -0.7762
H7 1.2329 3.4018 -0.6354
H8 -0.9290 2.6681 2.1776
H9 -1.1578 0.9010 2.4067
H10 -2.2417 1.8452 1.2767
H11 1.5150 2.2389 2.0478
H12 2.4211 1.1916 0.9073
H13 1.2688 0.4548 2.1112
H14 -4.4381 -1.2122 -1.9558
H15 -3.2576 -2.5330 -1.7567
H16 -3.0915 -1.4000 -3.0916
H17 -3.2964 -0.5425 1.2816
H18 -1.7896 -1.4765 1.1376
H19 -3.2759 -2.1671 0.4699
H20 -4.5557 0.6906 -1.2880
H21 -3.2438 1.7141 -1.8498
H22 -3.5823 1.5832 -0.1150
H23 3.3687 -2.0130 -2.5982
H24 1.8003 -1.9077 -3.4263
H25 2.0723 -3.1559 -2.1797
H26 2.6596 -2.8092 -0.0513
H27 1.4907 -1.9598 1.0406
H28 3.1318 -1.2648 0.7632
H29 3.8927 -0.2778 -1.9369
H30 3.4336 0.7338 -0.5682
H31 2.7546 1.0278 -2.1930
C12 0.5733 1.1914 -5.1294
C13 0.4469 -0.1328 -5.4757
C14 0.9649 -0.5734 -6.7015
C15 1.7593 0.2936 -7.4944
C16 1.9960 1.6210 -7.0461
C17 1.3853 2.0768 -5.8644
Se1 -0.3484 1.8058 -3.4907
H32 -1.8860 1.2308 -3.2192
H33 -0.0017 -0.8508 -4.7895
H34 0.8341 -1.6316 -7.0357
H35 2.1643 -0.1017 -8.4459
H36 2.6220 2.3061 -7.6372
H37 1.5495 3.1040 -5.5542
N1 -1.0190 -2.5936 5.6232
C18 -0.3018 -2.8247 4.3236
C19 -0.5357 -1.5023 3.5932
O1 -1.2191 -0.6379 4.2225
O2 0.0027 -1.4642 2.4529
H38 -1.3681 -1.5783 5.5413
H39 -0.4486 -2.7482 6.4610
H40 -1.7957 -3.2538 5.6767
H41 0.7653 -3.0069 4.5135
H42 -0.7979 -3.6839 3.8309

Summary:
Total charge   +4
F_max   5.4 eV/A
Kohn-Sham gap (alpha / beta)   4.4 / 4.8 eV
Energy   -120991.7052 eV
Spin multiplicity   3
LUMO energy (alpha / beta)   -15.32 / -14.84 eV

Atom charges from the natural (NBO) analysis, given in e for atoms 1 to 2:
1 Mo 0.267
2 P 1.004